Model 1:
19
Properties=species:S:1:pos:R:3 method="wB97M-V/def2-TZVPD" e_homo_ev=-7.925 multiplicity=1 smiles="N/C=C/CCN.O" charge=0
O -3.44 -0.86 -1.23
N -1.61 1.53 -1.26
N 2.88 -1.04 0.03
C 2.24 -0.07 0.91
C -0.10 0.01 -0.04
C 0.73 -0.16 1.19
C -0.82 1.13 -0.23
H 0.54 0.65 1.91
H -3.96 -1.61 -0.90
H -0.28 -0.89 -0.64
H 2.35 -1.10 -0.84
H 0.53 -1.04 1.82
H -2.09 0.92 -1.90
H -2.69 -0.88 -0.64
H 2.37 0.93 0.47
H 2.92 -1.95 0.47
H 2.82 -0.04 1.83
H -0.57 1.97 0.42
H -1.80 2.50 -1.37

=====

Model 2:
19
Properties=species:S:1:pos:R:3 method="wB97M-V/def2-TZVPD" e_homo_ev=-8.902 multiplicity=1 smiles="NCC=O.CCN" charge=0
O -0.29 1.85 0.48
N -1.12 -0.24 2.22
N 2.23 0.59 -0.54
C 1.69 -0.73 -0.55
C 0.46 -0.97 -1.53
C -1.32 1.27 0.23
C -1.92 0.19 1.09
H -1.94 1.55 -0.65
H 1.54 1.26 -0.20
H 2.52 0.87 -1.47
H 2.48 -1.43 -0.84
H 1.38 -0.99 0.47
H -2.14 -0.67 0.46
H 0.80 -0.80 -2.55
H 0.14 -2.00 -1.43
H -0.99 0.53 2.87
H -2.89 0.55 1.46
H -0.42 -0.33 -1.40
H -0.20 -0.51 1.89

=====

Model 3:
19
Properties=species:S:1:pos:R:3 method="wB97M-V/def2-TZVPD" e_homo_ev=-8.714 multiplicity=1 smiles=NCCNCCO charge=0
O -1.16 -1.06 3.24
N -0.60 0.71 -0.05
N 1.77 1.27 -1.56
C -1.43 -0.62 1.85
C -0.24 -0.10 1.13
C -0.32 0.23 -1.47
C 1.11 -0.04 -1.74
H 1.88 1.32 -0.51
H -0.90 -0.66 -1.84
H 0.71 -0.76 0.96
H 2.72 1.22 -1.91
H -2.10 0.26 2.05
H -0.52 0.99 -2.30
H 1.26 -0.25 -2.84
H -1.84 -1.48 1.20
H -1.60 0.89 0.08
H 1.47 -0.88 -1.18
H -0.56 -1.80 3.18
H 0.34 0.77 1.72

=====

It comes down to model 2, which is 0.060 eV more stable than the next structure.

=====

Model 1:
19
Properties=species:S:1:pos:R:3 method="wB97M-V/def2-TZVPD" e_homo_ev=-7.280 multiplicity=1 charge=0
O 0.80 -1.83 1.34
N 1.56 -0.36 -0.63
N -1.23 -1.03 -0.75
C -0.07 -1.06 1.84
C 1.05 0.76 -0.16
C 0.65 1.85 -1.10
C -1.25 -0.05 0.30
H -2.04 -0.15 1.05
H 1.23 -0.65 -1.54
H 1.54 2.29 -1.55
H 0.23 -0.16 2.40
H -1.35 0.95 -0.11
H 1.60 -1.12 0.08
H -1.05 -1.96 -0.39
H -2.06 -1.06 -1.33
H 1.28 1.00 0.86
H -1.01 -1.50 2.18
H 0.10 2.64 -0.59
H 0.03 1.45 -1.91

=====

Model 2:
19
Properties=species:S:1:pos:R:3 method="wB97M-V/def2-TZVPD" e_homo_ev=-9.269 multiplicity=1 smiles=C[C@@H](O)CNCN charge=0
O 1.31 1.69 0.29
N -0.61 0.03 -0.74
N -1.14 -0.93 -2.91
C -0.02 -0.31 0.54
C 1.47 0.58 2.37
C 0.52 0.93 1.23
C -1.12 -1.16 -1.49
H 1.05 1.32 -0.58
H 2.27 -0.02 1.94
H -0.61 -0.90 1.25
H -1.39 0.68 -0.74
H -2.14 -1.31 -1.16
H 0.84 -0.93 0.24
H -0.51 -2.01 -1.17
H 1.87 1.52 2.74
H -0.29 1.61 1.54
H -0.43 -0.30 -3.23
H -2.00 -0.53 -3.27
H 0.94 0.03 3.14

=====

Model 3:
19
Properties=species:S:1:pos:R:3 method="wB97M-V/def2-TZVPD" e_homo_ev=-9.130 multiplicity=1 smiles=CN(N)C(C)(C)O charge=0
O -0.72 -0.19 1.52
N 0.78 -0.08 -0.32
N 1.41 -1.27 0.17
C -0.60 -0.05 0.12
C 1.57 1.15 0.09
C -1.28 -1.30 -0.62
C -1.31 1.23 -0.28
H 2.60 0.99 -0.23
H 1.90 -1.10 1.05
H -2.27 -1.45 -0.20
H -1.02 2.04 0.38
H 1.17 2.02 -0.43
H 2.10 -1.55 -0.52
H 1.54 1.32 1.17
H -2.38 1.08 -0.18
H -0.39 -1.07 1.74
H -0.70 -2.21 -0.50
H -1.36 -1.07 -1.68
H -1.07 1.48 -1.30

=====

It comes down to model 2, which is 0.439 eV more stable than the next structure.

=====

Model 1:
19
Properties=species:S:1:pos:R:3 method="wB97M-V/def2-TZVPD" e_homo_ev=-8.346 multiplicity=1 charge=0
O -1.18 1.36 0.80
N -0.17 0.07 -1.49
N -2.54 -0.72 -0.30
C 1.27 -0.35 0.76
C -1.14 0.01 0.74
C 2.37 0.48 0.12
C -0.25 -0.60 -0.22
H -2.91 0.11 -0.76
H 1.13 -0.01 1.79
H 2.07 1.53 0.06
H 2.59 0.13 -0.88
H -1.24 -0.44 1.72
H -0.30 -1.68 -0.26
H -0.87 0.74 -1.78
H -1.01 1.67 -0.12
H 3.30 0.43 0.69
H -3.23 -1.04 0.36
H 1.56 -1.39 0.85
H 0.55 -0.30 -2.08

=====

Model 2:
19
Properties=species:S:1:pos:R:3 method="wB97M-V/def2-TZVPD" e_homo_ev="-8.148 / -8.150" multiplicity=1 charge=0
O 1.03 0.72 2.04
N 1.44 -0.45 0.25
N 1.33 -0.44 1.53
C -0.28 1.49 -1.33
C -0.74 1.15 0.06
C -1.67 -0.04 0.19
C 1.34 -1.75 -0.35
H -2.69 0.21 -0.13
H 0.43 2.32 -1.32
H -1.12 1.77 -1.98
H 0.74 -2.46 0.25
H -1.19 2.03 0.53
H 0.21 0.64 -1.81
H 0.82 -1.24 1.97
H 0.17 1.12 1.13
H -1.72 -0.39 1.22
H 0.87 -1.64 -1.33
H -1.32 -0.88 -0.41
H 2.34 -2.16 -0.51

=====

It comes down to model 1, which is 2.003 eV more stable than the next structure.

=====

Model 1:
16
Properties=species:S:1:pos:R:3 method="wB97M-V/def2-TZVPD" e_homo_ev=-9.846 multiplicity=1 smiles="O=CNCCO.O" charge=0
O -0.37 -1.80 1.54
O 0.42 2.22 -1.68
O 0.94 -2.35 -2.17
N 0.35 0.98 0.21
C -0.25 0.61 1.51
C -1.15 -0.61 1.32
C -0.06 1.99 -0.58
H -1.89 -0.65 2.13
H -0.76 1.45 1.96
H 0.66 -1.47 -2.43
H 0.61 0.29 2.10
H -1.63 -0.70 0.35
H -0.89 2.63 -0.24
H 1.14 0.42 -0.08
H 1.71 -2.32 -1.58
H -0.36 -2.37 0.76

=====

Model 2:
16
Properties=species:S:1:pos:R:3 method="wB97M-V/def2-TZVPD" e_homo_ev=-9.977 multiplicity=1 smiles="CCNC(=O)O.O" charge=0
O -1.46 1.13 1.08
O 2.21 2.35 -3.84
O -1.89 0.98 -1.10
N -0.61 -0.64 -0.09
C 0.36 -0.97 0.99
C -1.33 0.48 0.07
C -0.29 -1.52 2.28
H 2.70 2.86 -3.21
H -1.36 -1.61 2.08
H 1.22 -1.52 0.60
H 0.73 0.03 1.23
H 0.06 -0.95 3.12
H -0.73 -1.31 -0.84
H -0.05 -2.58 2.31
H 2.30 1.37 -3.75
H -1.87 1.91 -0.94

=====

It comes down to model 2, which is 0.399 eV more stable than the next structure.

=====

Model 1:
16
Properties=species:S:1:pos:R:3 method="wB97M-V/def2-TZVPD" e_homo_ev=-8.862 multiplicity=1 charge=0
O 0.36 0.00 -2.19
O 1.42 1.18 1.64
O -0.95 0.39 2.09
N -1.04 -2.33 -1.31
C -0.71 -1.27 -0.37
C -0.67 -0.60 -1.74
C 1.28 1.75 0.39
H 1.37 2.82 0.38
H -1.64 -0.30 -2.10
H 1.98 1.38 -0.22
H -0.11 -2.75 -1.59
H 0.45 1.29 -0.11
H -1.58 -0.83 0.13
H 0.16 -1.22 0.33
H 0.54 0.74 1.86
H -0.86 -0.26 2.82

=====

Model 2:
16
Properties=species:S:1:pos:R:3 method="wB97M-V/def2-TZVPD" e_homo_ev=-10.275 multiplicity=1 smiles="C[C@@H](N)C(=O)O.O" charge=0
O 1.35 2.24 -0.94
O -1.24 1.02 -0.04
O -2.15 -1.17 -0.32
N 0.91 0.13 1.38
C -1.24 -0.39 -0.02
C 1.15 -1.43 -0.47
C 0.16 -0.89 0.49
H 1.91 -1.77 0.17
H -0.11 -1.71 1.18
H 2.05 2.11 -1.61
H 0.35 0.37 2.15
H 0.76 -2.33 -0.98
H 1.78 -0.39 1.77
H 1.68 -0.67 -1.07
H -0.52 1.40 -0.50
H 1.63 1.64 -0.30

=====

Model 3:
16
Properties=species:S:1:pos:R:3 method="wB97M-V/def2-TZVPD" e_homo_ev=-9.703 multiplicity=1 smiles="CNCC(=O)O.O" charge=0
O -0.33 -2.72 -1.65
O 2.31 -0.23 -0.37
O 1.93 -0.24 1.82
N -0.71 0.25 0.34
C -1.87 0.99 -0.18
C 0.52 1.16 0.59
C 1.63 0.16 0.71
H -2.63 0.96 0.52
H 0.36 1.89 1.34
H -1.70 2.15 -0.39
H 2.94 -1.02 -0.27
H -0.93 -0.14 1.24
H -0.15 -1.95 -1.07
H 0.03 -3.40 -1.04
H -1.95 0.38 -1.17
H 0.55 1.77 -0.42

=====

It comes down to model 2, which is 0.724 eV more stable than the next structure.

=====

Model 1:
16
Properties=species:S:1:pos:R:3 method="wB97M-V/def2-TZVPD" e_homo_ev=-8.179 multiplicity=1 charge=0
O -2.80 -0.78 -0.38
O -0.11 -1.24 1.50
O 1.00 -1.41 -0.42
N -1.44 -0.50 -0.73
C 1.58 1.38 0.04
C 0.21 0.81 0.35
C 0.09 -0.66 0.30
H -0.12 -2.20 1.39
H -0.23 1.20 1.27
H 1.54 2.46 0.03
H 1.16 -0.99 -1.27
H -3.23 -0.02 0.04
H 1.93 1.07 -0.95
H 2.32 1.04 0.77
H -0.63 1.04 -0.47
H -1.27 -1.18 -1.47

=====

Model 2:
16
Properties=species:S:1:pos:R:3 method="wB97M-V/def2-TZVPD" e_homo_ev=-9.160 multiplicity=1 smiles="CNCC(=O)O.O" charge=0
O 1.32 -0.74 -1.57
O -0.09 -0.13 -3.18
O 4.01 2.21 3.35
N -0.77 -0.50 0.35
C -0.75 0.27 -0.87
C 0.28 -0.24 -1.86
C -2.01 -1.26 0.60
H 4.40 1.44 2.92
H -1.98 -2.24 0.12
H -0.46 1.31 -0.68
H -1.71 0.38 -1.37
H 0.03 -1.11 0.31
H -0.38 0.78 -3.38
H 3.10 1.91 3.46
H -2.20 -1.38 1.66
H -2.82 -0.69 0.15

=====

It comes down to model 2, which is 3.112 eV more stable than the next structure.

=====

Model 1:
9
Properties=species:S:1:pos:R:3 method="wB97M-V/def2-TZVPD" e_homo_ev="-8.225 / -10.278" multiplicity=1 charge=0
O 0.75 -0.70 1.66
N -1.68 0.03 1.73
C -0.57 0.04 1.27
C 0.07 0.33 -1.13
C -0.04 0.04 -2.30
C 0.19 0.67 0.23
H 0.65 -1.62 1.34
H -0.15 -0.22 -3.33
H 0.83 1.51 0.49

=====

Model 2:
9
Properties=species:S:1:pos:R:3 method="wB97M-V/def2-TZVPD" e_homo_ev=-9.547 multiplicity=1 smiles="C#C[C@H]1N=C1O" charge=0
O -0.46 -2.24 -0.29
N -0.36 -0.83 1.68
C -0.21 -1.23 0.52
C -0.11 2.20 -0.66
C 0.19 1.17 -0.11
C 0.61 -0.06 0.51
H -0.88 -1.85 -1.07
H 1.69 -0.23 0.54
H -0.40 3.13 -1.11

=====

It comes down to model 2, which is 2.159 eV more stable than the next structure.

=====

Model 1:
9
Properties=species:S:1:pos:R:3 method="wB97M-V/def2-TZVPD" e_homo_ev=-10.758 multiplicity=1 smiles=N#CC#CCO charge=0
O 0.19 0.86 1.94
N -2.16 -2.27 -2.29
C 0.68 1.01 0.59
C -0.31 -0.84 -1.09
C -1.30 -1.65 -1.73
C 0.12 0.04 -0.40
H 0.62 -0.02 2.23
H 1.80 0.81 0.58
H 0.37 2.07 0.18

=====

Model 2:
9
Properties=species:S:1:pos:R:3 method="wB97M-V/def2-TZVPD" e_homo_ev=-10.590 multiplicity=1 smiles=N#CC#CCO charge=0
O 0.58 -0.37 -1.75
N -2.59 0.18 2.24
C 0.38 -0.02 0.57
C -0.20 0.48 1.52
C 1.19 -0.51 -0.50
C -1.51 0.25 1.84
H 2.06 0.14 -0.48
H -0.20 -0.93 -1.76
H 1.47 -1.53 -0.22

=====

Model 3:
9
Properties=species:S:1:pos:R:3 method="wB97M-V/def2-TZVPD" e_homo_ev=-8.272 multiplicity=1 charge=0
O 0.17 1.32 -0.23
N 1.75 -0.68 -0.29
C 0.62 -0.71 0.58
C -0.74 -0.59 0.51
C 1.14 0.49 0.14
C -0.98 0.76 0.23
H 1.36 -0.96 -1.86
H -1.71 1.51 0.16
H -1.61 -1.15 0.76

=====

It comes down to model 1, which is 0.227 eV more stable than the next structure.